(1)
The following is a quantum chemistry calculation of a structure of composition C10H21ClNO2P2STl, from OMol25.

Positions of all 39 atoms, in Å:
H (-3.362, -1.734, -1.115)
C (-3.539, -0.700, -1.445)
P (0.928, 0.647, 2.132)
C (-2.145, -0.779, 1.665)
H (-1.502, 2.369, -2.487)
H (-1.842, -0.635, -3.948)
Tl (0.799, 0.028, -0.657)
H (3.067, 0.403, 1.001)
H (3.266, 0.252, 2.770)
H (5.320, -2.626, -2.423)
H (-3.057, 2.303, -1.578)
H (-4.076, -0.720, -2.406)
C (-1.180, -0.690, -3.073)
H (-1.010, -1.748, -2.807)
H (-4.156, -0.178, -0.701)
H (0.300, 2.883, 2.837)
H (4.047, -3.898, -2.348)
O (2.646, -2.307, -0.821)
N (-4.826, 2.401, 2.779)
C (0.429, -0.015, 3.763)
H (4.004, -2.616, -3.611)
H (0.292, -1.103, 3.685)
C (-3.816, 2.277, 2.155)
C (1.235, 2.415, 2.498)
O (-2.764, -1.525, 2.263)
H (1.988, 2.527, 3.291)
H (-2.965, 1.644, -3.241)
H (-0.517, 0.447, 4.077)
H (1.189, 0.187, 4.534)
C (-2.414, 1.781, -2.301)
P (-1.934, 0.156, -1.614)
H (1.590, 2.912, 1.582)
C (4.260, -2.852, -2.574)
H (2.560, -1.126, 1.870)
C (2.631, -0.026, 1.920)
C (3.456, -1.985, -1.687)
S (-2.436, 2.028, 1.318)
Cl (3.762, -0.215, -1.989)
H (-0.229, -0.182, -3.313)

Atoms 1-2, force components in eV/Å:
H -0.199 0.273 -0.068
C 0.150 -0.308 0.799

Molar mass: 521.13 g mol⁻¹
Lowest unoccupied orbital energy (alpha / beta): -10.48 / -9.04 eV
Frontier orbital gap (alpha / beta): 4.91 / 6.56 eV
Energy relative to the best compared isomer or geometry (same formula, charge and spin): 0.0 kcal/mol
Charge: +2
Maximum force: 3.012 eV/A

(2)
The following is a quantum chemistry calculation of a structure of composition C10H21LuN3P, from OMol25.

Positions of all 36 atoms, in Å:
C (0.772, 0.753, 2.858)
H (-1.959, -2.121, 2.147)
H (-1.628, -0.506, 2.856)
H (2.996, 0.876, 0.676)
C (0.733, 2.848, -2.595)
H (1.561, 1.386, 3.271)
C (-0.824, 1.299, -3.424)
H (-1.284, 0.437, -0.688)
H (-2.671, -0.279, 0.278)
C (-1.196, -1.351, 2.307)
H (-1.267, 0.351, -3.736)
C (0.653, -0.544, 0.799)
H (1.284, 0.669, -2.686)
H (-1.244, -4.570, 1.276)
H (-2.371, 2.828, -3.914)
H (3.240, 0.582, 2.422)
C (2.806, 0.178, 1.506)
Lu (-0.676, -1.711, -1.073)
H (1.624, 3.309, -2.169)
H (0.424, 0.081, 3.653)
N (-0.729, -0.901, 0.969)
H (3.271, -0.789, 1.277)
C (-1.384, 2.594, -3.520)
N (1.368, 0.000, 1.748)
C (-1.649, 0.129, 0.338)
H (-0.058, 1.391, 2.517)
C (0.559, 1.468, -2.838)
H (2.105, -0.591, -0.614)
C (-0.444, 3.542, -3.013)
H (-0.351, -1.797, 2.840)
P (-0.904, -4.220, -0.074)
H (0.222, -5.100, -0.227)
N (1.137, -0.837, -0.421)
H (-1.865, -5.061, -0.738)
H (-0.598, 4.618, -2.964)
H (-1.655, 1.040, 0.956)

Atoms 1-2, force components in eV/Å:
C 0.013 -0.048 0.238
H 0.109 0.211 0.015

Molar mass: 389.24 g mol⁻¹
Lowest unoccupied orbital energy (alpha / beta): -0.26 / -0.25 eV
Frontier orbital gap (alpha / beta): 4.60 / 4.43 eV
Energy relative to the best compared isomer or geometry (same formula, charge and spin): 71.6 kcal/mol
Charge: 0
Maximum force: 4.906 eV/A

(3)
The following is a quantum chemistry calculation of a structure of composition C10H21N2Zr, from OMol25.

Positions of all 34 atoms, in Å:
H (0.078, -0.999, -3.664)
C (2.884, 1.317, 1.810)
H (1.611, 1.099, -0.214)
H (-3.326, 0.394, -3.171)
H (2.858, -1.310, 2.241)
H (-1.066, 2.712, -1.149)
H (1.269, -1.675, 1.521)
H (2.613, -1.144, 0.469)
C (2.153, -1.037, 1.454)
C (-0.773, -0.787, -0.672)
H (-1.857, 2.802, -2.740)
H (0.427, 1.871, 0.989)
C (-1.605, -1.896, -0.521)
N (1.764, 0.363, 1.706)
H (0.658, -1.729, -2.308)
H (-2.728, 2.097, -1.245)
H (-2.552, -1.510, 2.714)
H (-0.858, 0.359, 2.589)
C (0.797, 0.905, 0.613)
H (3.369, 1.418, 0.838)
C (-1.047, -0.311, 1.742)
C (-2.010, -1.310, 1.791)
H (3.580, 0.948, 2.563)
C (-1.797, 2.173, -1.826)
Zr (0.198, 0.870, -1.507)
H (-3.369, 1.143, -3.134)
H (-3.063, -2.881, 0.774)
C (-2.290, -2.104, 0.671)
H (1.235, 0.379, 2.590)
C (-0.376, -0.083, 0.512)
H (-1.715, -2.609, -1.351)
H (1.703, -0.867, -3.281)
H (2.478, 2.293, 2.092)
N (0.758, -0.891, -2.898)

Atoms 1-2, force components in eV/Å:
H 0.441 0.031 0.317
C 0.461 0.081 0.510

Molar mass: 260.52 g mol⁻¹
Lowest unoccupied orbital energy (alpha / beta): -3.13 / -3.09 eV
Frontier orbital gap (alpha / beta): 5.35 / 5.59 eV
Energy relative to the best compared isomer or geometry (same formula, charge and spin): 0.0 kcal/mol
Charge: +1
Maximum force: 3.710 eV/A

(4)
The following is a quantum chemistry calculation of a structure of composition C10H21N3PPt, from OMol25.

Positions of all 36 atoms, in Å:
C (-0.186, -0.108, 1.461)
H (0.206, 1.548, 0.610)
H (-1.141, -0.152, 4.222)
C (0.629, 1.940, 2.635)
H (-1.212, -2.897, -0.085)
H (-0.014, 2.729, 2.226)
H (-0.940, -2.082, -3.001)
H (1.609, 1.972, 2.141)
H (0.826, 2.253, 3.671)
H (-0.536, -3.223, 2.258)
C (1.200, -1.395, -2.809)
H (-1.320, 0.176, -4.452)
H (0.992, 3.559, -0.996)
H (-0.642, 3.479, -2.551)
C (1.858, -0.237, -3.379)
C (-0.385, -0.118, -3.979)
C (0.860, 0.570, -4.083)
C (-0.189, -1.312, -3.179)
P (-0.100, 2.756, -1.471)
H (-1.081, 2.975, -0.440)
C (-0.797, -1.882, -0.069)
N (0.049, 0.586, 0.351)
C (-1.147, -2.307, 2.301)
H (-1.463, -1.281, -0.710)
H (0.487, -0.882, 4.045)
H (0.287, 0.735, 4.686)
H (-1.105, -1.884, 3.296)
C (-0.105, 0.027, 3.938)
H (1.065, 1.502, -4.623)
Pt (0.371, 0.588, -1.782)
H (2.935, -0.058, -3.390)
H (1.690, -2.200, -2.243)
H (-2.177, -2.624, 2.064)
N (-0.696, -1.371, 1.301)
H (0.171, -1.958, -0.584)
N (0.004, 0.573, 2.620)

Atoms 1-2, force components in eV/Å:
C -0.173 1.383 -2.064
H 0.257 -0.339 0.122

Molar mass: 409.35 g mol⁻¹
Lowest unoccupied orbital energy (alpha / beta): 2.70 / 2.77 eV
Frontier orbital gap (alpha / beta): 2.01 / 6.08 eV
Energy relative to the best compared isomer or geometry (same formula, charge and spin): 0.0 kcal/mol
Spin multiplicity: 3
Charge: -1
Expectation value of S²: 2.005
Maximum force: 2.490 eV/A

(5)
The following is a quantum chemistry calculation of a structure of composition C10H21NO8PReS2, from OMol25.

Positions of all 44 atoms, in Å:
O (1.477, 2.951, 2.187)
O (1.148, -3.934, -0.276)
H (-2.513, 1.164, -4.723)
H (1.093, -3.581, -1.172)
H (-0.707, -1.454, 4.271)
H (-0.813, 1.405, 2.805)
H (-0.091, 2.992, -0.423)
H (2.358, -0.085, 3.020)
H (0.515, 1.368, 3.986)
P (-1.019, 0.670, -1.800)
H (-0.802, 4.729, -2.080)
H (1.893, -2.650, 0.601)
H (-0.821, 0.743, -4.452)
N (0.311, -0.363, 2.733)
C (1.622, -0.860, 3.238)
H (0.606, 4.347, -3.084)
H (-3.131, -1.257, -4.724)
H (1.353, -2.951, 2.721)
H (-1.878, -0.951, -5.941)
H (1.586, -1.011, 4.320)
O (-0.707, -2.287, 1.102)
C (-2.093, -0.956, -4.870)
H (0.831, 5.052, -1.474)
C (-0.829, -1.166, 3.226)
C (-1.849, 0.416, -4.295)
O (1.307, 1.181, 0.828)
H (1.302, 2.593, -1.427)
O (-1.498, -3.423, 2.863)
H (-1.448, -1.691, -4.389)
Re (0.318, -0.579, 0.594)
C (-1.042, -2.422, 2.375)
O (-2.145, 0.390, -2.872)
O (2.054, -1.815, 1.121)
C (0.218, 1.094, 2.973)
O (-0.535, 2.104, -2.239)
S (0.482, -0.672, -1.842)
C (0.291, 2.993, -1.441)
C (0.225, 4.363, -2.062)
H (-1.731, -0.561, 3.129)
S (-1.745, 0.608, 0.060)
C (2.036, -2.121, 2.531)
C (1.081, 1.838, 1.951)
H (0.258, -3.792, 0.095)
H (3.033, -2.417, 2.856)

Atoms 1-2, force components in eV/Å:
O 0.032 0.133 0.019
O 0.070 0.110 0.129

Molar mass: 564.59 g mol⁻¹
Lowest unoccupied orbital energy (alpha / beta): 0.42 / 0.29 eV
Frontier orbital gap (alpha / beta): 8.23 / 8.15 eV
Energy relative to the best compared isomer or geometry (same formula, charge and spin): 0.0 kcal/mol
Spin multiplicity: 3
Charge: 0
Expectation value of S²: 2.009
Maximum force: 0.473 eV/A

(6)
The following is a quantum chemistry calculation of a cluster of 2 separate species, C10H21NSi in total, from OMol25.

Positions of all 33 atoms, in Å:
H (1.528, -2.281, -2.088)
C (-2.410, 0.314, 0.404)
H (3.272, 2.558, -0.550)
H (4.016, 0.617, 1.300)
C (1.071, 2.299, 1.913)
C (-1.886, -0.798, -0.489)
C (2.239, 2.062, -0.326)
H (-2.081, 0.258, 1.382)
H (0.292, 1.649, 2.267)
C (0.768, -1.665, 1.101)
C (-2.351, -0.405, -1.893)
H (2.920, 0.619, 2.650)
H (-0.048, -2.577, -2.421)
C (0.625, -1.791, -2.156)
H (-3.651, 0.329, 0.342)
H (-3.392, -0.394, -2.004)
C (1.923, 1.487, 0.994)
H (-3.633, -1.793, -0.029)
H (0.726, 3.121, 1.317)
C (-2.582, -2.073, -0.016)
N (1.600, -1.795, 1.897)
H (1.455, 2.725, -0.659)
H (2.257, 1.442, -1.240)
H (0.847, -1.101, -2.847)
H (-2.209, -2.969, -0.615)
C (2.892, 0.487, 1.563)
Si (0.062, -0.928, -0.484)
H (-1.961, 1.254, 0.081)
H (2.584, -0.540, 1.439)
H (1.516, 2.637, 2.856)
H (-2.157, 0.637, -2.249)
H (-2.307, -2.313, 1.144)
H (-1.925, -1.073, -2.584)

Atoms 1-2, force components in eV/Å:
H 2.287 -1.217 0.867
C -2.372 0.782 -1.674

Molar mass: 183.37 g mol⁻¹
Lowest unoccupied orbital energy (alpha / beta): 0.63 / -1.34 eV
Frontier orbital gap (alpha / beta): 7.23 / 9.10 eV
Spin multiplicity: 3
Charge: 0
Expectation value of S²: 2.007
Maximum force: 4.339 eV/A